(1)
35
Properties=species:S:1:pos:R:3:mulliken_charge:R:1 method="wB97M-V/def2-TZVPD" charge=+1 e_lumo_ev=-5.656 e_tot_ha=-873.3812 homo_energy_ha=-0.3985 max_force_ha_per_bohr=0.0559
C -2.43 -2.27 -4.33 -0.764
C -3.32 -1.91 -3.41 0.013
C -3.09 -1.72 -1.93 -0.956
In -1.13 -0.84 -1.51 1.056
O -1.43 1.08 -0.56 -0.651
C -0.99 1.30 0.61 0.291
C 0.39 1.97 0.86 0.583
C 0.60 3.24 0.04 -1.758
C 1.59 0.98 0.68 -0.990
C 1.73 0.20 2.01 0.703
C 3.00 0.31 2.86 -1.736
C 1.72 -1.30 1.53 -1.463
H -2.63 -2.15 -5.39 0.252
H -1.47 -2.73 -4.07 0.188
H -4.34 -1.75 -3.75 0.298
H -3.90 -1.15 -1.49 0.382
H -3.06 -2.69 -1.42 0.330
H -0.10 -0.58 -2.85 -0.301
H -0.27 -1.89 -0.30 -0.142
H -1.72 1.88 1.21 0.587
H -0.91 0.17 1.29 -0.467
H 0.30 2.24 1.92 0.223
H -0.23 3.94 0.17 0.411
H 0.69 3.00 -1.02 0.375
H 1.52 3.73 0.37 0.455
H 2.49 1.49 0.32 0.550
H 1.35 0.24 -0.09 0.421
H 0.84 0.55 2.60 0.253
H 3.02 1.22 3.46 0.401
H 3.14 -0.55 3.51 0.386
H 3.85 0.32 2.17 0.431
H 1.40 -2.03 2.29 0.251
H 1.10 -1.45 0.61 0.259
H 2.73 -1.62 1.25 0.505
Sn -0.45 -1.22 2.36 0.624



(2)
37
Properties=species:S:1:pos:R:3:mulliken_charge:R:1 method="wB97M-V/def2-TZVPD" e_lumo_ev=0.809 e_tot_ha=-729.4329 homo_energy_ha=-0.3355 e_above_lowest_kcal_mol=7.9 smiles="COCC(=O)O[C@@H](CCN)CCCCN" max_force_ha_per_bohr=0.0078
C -2.83 2.40 1.32 -0.558
O -3.72 1.81 0.38 -0.393
C -3.26 1.79 -0.95 -0.683
C -2.12 0.81 -1.17 0.846
O -2.28 -0.31 -1.59 -0.550
O -0.93 1.35 -0.86 -0.312
C 0.19 0.45 -0.67 0.131
C 1.24 0.81 -1.71 -0.761
C 0.82 0.64 -3.16 -0.634
N 0.44 -0.73 -3.50 -0.666
C 0.70 0.64 0.76 -0.492
C 1.67 -0.46 1.20 -0.709
C 0.99 -1.60 1.96 -0.473
C 1.97 -2.47 2.76 -0.513
N 2.28 -3.75 2.11 -0.565
H -2.36 1.62 1.93 0.186
H -3.42 3.04 1.97 0.296
H -2.06 2.99 0.83 0.270
H -2.97 2.79 -1.29 0.332
H -4.09 1.44 -1.56 0.336
H -0.15 -0.57 -0.79 0.485
H 2.16 0.24 -1.53 0.391
H 1.49 1.86 -1.55 0.319
H 1.68 0.92 -3.77 0.435
H 0.03 1.36 -3.40 0.236
H -0.41 -0.75 -4.05 0.281
H 0.23 -1.27 -2.67 0.278
H -0.17 0.67 1.43 0.012
H 1.17 1.62 0.82 0.358
H 2.43 -0.02 1.85 0.432
H 2.21 -0.87 0.34 0.186
H 0.45 -2.24 1.26 0.220
H 0.25 -1.18 2.64 0.274
H 2.91 -1.92 2.90 0.259
H 1.56 -2.65 3.76 0.306
H 2.18 -4.54 2.74 0.222
H 1.71 -3.91 1.30 0.221



(3)
35
Properties=species:S:1:pos:R:3:mulliken_charge:R:1 method="wB97M-V/def2-TZVPD" charge=+1 e_lumo_ev=-5.077 e_tot_ha=-558.0941 homo_energy_ha=-0.4888 e_above_lowest_kcal_mol=121.7 max_force_ha_per_bohr=0.1209
C 0.57 1.24 1.15 -0.862
N 1.16 0.91 -0.18 0.040
C 0.33 1.09 -1.23 -0.403
N -0.93 0.82 -0.98 -0.250
N -1.62 0.86 0.05 -0.035
C -2.56 -0.21 0.26 1.874
C -3.82 0.21 -0.52 -1.481
C -2.07 -1.49 -0.14 -1.557
C -2.87 -0.17 1.76 -1.830
C 2.38 0.12 -0.42 1.804
C 2.58 -0.30 -1.81 -2.380
C 3.71 0.81 0.00 -1.429
C 2.05 -1.11 0.48 -1.210
H 1.25 0.66 1.84 0.419
H 0.83 2.40 1.36 0.307
H -0.46 0.95 1.23 0.440
H 0.58 1.12 -2.29 0.536
H -3.47 0.38 -1.59 0.382
H -4.57 -0.61 -0.60 0.371
H -4.14 1.16 -0.02 0.398
H -2.67 -2.32 0.15 0.460
H -1.16 -1.77 0.31 0.279
H -1.83 -1.51 -1.34 0.302
H -3.82 -0.71 1.99 0.408
H -2.07 -0.65 2.33 0.404
H -3.11 0.77 2.21 0.468
H 1.73 -0.72 -2.21 0.714
H 2.88 0.52 -2.46 0.414
H 3.40 -1.04 -1.82 0.508
H 3.64 1.20 1.05 0.348
H 3.75 1.77 -0.53 0.416
H 4.51 0.04 -0.32 0.377
H 2.59 -1.14 1.49 0.355
H 0.94 -1.18 0.73 0.076
H 2.28 -2.09 0.05 0.337



(4)
34
Properties=species:S:1:pos:R:3:mulliken_charge:R:1 method="wB97M-V/def2-TZVPD" charge=+1 e_lumo_ev=-3.306 e_tot_ha=-738.0509 homo_energy_ha=-0.4587 e_above_lowest_kcal_mol=65.9 max_force_ha_per_bohr=0.1140
C -2.49 1.57 -1.87 -0.617
C -1.89 1.61 -0.75 -0.220
C -0.09 -3.30 0.06 -0.533
C -1.43 -2.97 -0.44 -0.727
C 0.63 -1.97 -0.08 -0.575
C -1.30 -1.57 -1.14 -0.508
C 1.37 3.24 -0.23 -1.129
C 2.86 0.83 0.95 -1.230
C 0.04 1.27 2.38 -1.126
C 0.10 0.37 -0.52 -0.756
N -0.39 -0.98 -0.05 0.178
Si 1.08 1.48 0.74 0.406
H -3.36 2.13 -2.13 0.313
H -2.16 0.81 -2.59 0.228
H -1.74 2.23 0.05 0.449
H -0.21 -3.79 1.11 0.242
H 0.27 -4.03 -0.57 0.342
H -1.85 -3.78 -1.14 0.374
H -2.05 -2.90 0.45 0.289
H 1.38 -1.57 0.63 0.415
H 1.30 -1.99 -0.93 0.374
H -0.97 -1.55 -2.13 0.427
H -2.26 -0.98 -1.07 0.319
H 1.49 3.03 -1.28 0.368
H 0.51 3.98 -0.05 0.278
H 2.30 3.66 0.04 0.401
H 3.28 0.15 0.24 0.416
H 3.55 1.73 0.94 0.318
H 3.12 0.37 2.01 0.311
H -0.44 0.34 2.42 0.395
H 0.72 1.25 3.25 0.380
H -0.68 2.11 2.45 0.279
H 0.17 0.33 -1.58 0.603
H -0.85 -1.11 0.83 0.316



(5)
41
Properties=species:S:1:pos:R:3:mulliken_charge:R:1 method="wB97M-V/def2-TZVPD" e_lumo_ev=0.225 e_tot_ha=-6390.1741 homo_energy_ha=-0.3521 max_force_ha_per_bohr=0.0071
C 2.45 -3.05 -0.47 -1.391
C 1.83 -1.84 -1.16 -0.283
C 0.84 -1.07 -0.30 -0.063
Br 1.69 -0.43 1.34 -0.173
Si -0.07 0.38 -1.11 0.046
O -0.72 1.22 0.16 -0.385
C -1.41 -0.31 -2.24 -0.924
C -2.82 -0.40 -1.65 -0.155
C -2.93 -1.15 -0.33 -1.050
Br -3.54 1.42 -1.44 -0.202
C 1.06 1.52 -2.10 -0.677
I 1.55 0.57 -3.97 0.021
C 2.33 2.07 -1.44 -0.366
C 2.02 3.01 -0.28 -1.114
H 1.73 -3.54 0.18 0.308
H 2.79 -3.78 -1.21 0.402
H 3.31 -2.77 0.14 0.360
H 1.29 -2.16 -2.06 0.267
H 2.61 -1.16 -1.51 0.208
H 0.07 -1.77 0.06 0.499
H -1.37 1.89 -0.09 0.125
H -1.45 0.29 -3.15 0.501
H -1.12 -1.32 -2.56 0.427
H -3.50 -0.83 -2.38 0.601
H -2.55 -0.55 0.50 0.245
H -3.96 -1.42 -0.11 0.411
H -2.34 -2.07 -0.40 0.263
H 0.43 2.36 -2.43 0.589
H 2.91 2.61 -2.19 0.538
H 2.96 1.24 -1.11 0.179
H 1.42 2.53 0.49 0.174
H 2.95 3.34 0.19 0.364
H 1.49 3.89 -0.63 0.337
C -1.66 0.39 4.39 0.546
O -2.63 0.89 4.94 -0.657
N -1.16 0.83 3.20 -0.158
N -0.99 -0.68 4.93 -0.330
H -0.37 0.41 2.75 0.046
H -1.62 1.61 2.76 0.110
H -1.33 -1.04 5.80 0.198
H -0.19 -1.10 4.49 0.163



(6)
36
Properties=species:S:1:pos:R:3:mulliken_charge:R:1 method="wB97M-V/def2-TZVPD" charge=+1 e_lumo_ev=-3.517 e_tot_ha=-624.4182 homo_energy_ha=-0.4939 e_above_lowest_kcal_mol=0.0 max_force_ha_per_bohr=0.0118
F 4.11 -3.56 -1.74 -0.298
C 3.32 -2.74 -2.51 0.210
C 3.02 -1.47 -1.70 -0.717
N 1.89 -0.81 -2.43 -0.105
C 0.63 -1.63 -2.26 -0.146
C 1.02 -3.10 -2.09 -0.638
O 2.15 -3.39 -2.90 -0.358
H 3.84 -2.46 -3.42 0.377
H 3.90 -0.84 -1.67 0.439
H 2.71 -1.69 -0.68 0.300
H 1.75 0.16 -2.15 0.359
H 2.14 -0.83 -3.42 0.374
H 0.10 -1.25 -1.39 -0.108
H 0.04 -1.48 -3.16 0.462
H 1.22 -3.32 -1.05 0.383
H 0.20 -3.73 -2.40 0.405
C -1.23 1.13 -0.60 -1.184
C -0.56 0.93 0.76 -0.007
C -1.53 0.43 1.84 -0.777
C -2.69 1.36 2.14 -0.753
C -2.29 2.77 2.57 -0.352
C -1.47 2.80 3.86 -1.197
H -2.01 1.88 -0.57 0.419
H -0.49 1.46 -1.35 0.259
H -1.67 0.19 -0.96 0.267
H -0.10 1.87 1.08 0.313
H 0.26 0.21 0.67 0.094
H -0.96 0.23 2.75 0.360
H -1.93 -0.54 1.52 0.343
H -3.30 0.91 2.92 0.393
H -3.35 1.44 1.26 0.307
H -3.20 3.36 2.72 0.389
H -1.73 3.27 1.77 0.224
H -2.02 2.34 4.68 0.303
H -1.24 3.83 4.15 0.381
H -0.52 2.27 3.75 0.279



(7)
39
Properties=species:S:1:pos:R:3:mulliken_charge:R:1 method="wB97M-V/def2-TZVPD" charge=+1 e_lumo_ev=-3.210 e_tot_ha=-1495.9054 homo_energy_ha=-0.4135 max_force_ha_per_bohr=0.0409
C -2.07 -0.91 1.62 -0.734
C -2.30 -0.52 0.34 -0.606
C -1.22 -0.12 -0.66 0.184
C -0.80 1.32 -0.31 -0.652
C 0.56 1.23 0.43 -0.505
C 1.02 -0.23 0.31 -0.167
F 1.03 -0.82 1.55 -0.215
N 0.05 -0.91 -0.60 -0.168
H -2.53 -0.40 2.45 0.262
H -1.40 -1.74 1.86 0.304
H -3.32 -0.48 -0.03 0.372
H -1.74 -0.21 -1.62 0.474
H -0.82 1.98 -1.18 0.261
H -1.52 1.65 0.43 0.366
H 1.37 1.80 -0.03 0.293
H 0.41 1.49 1.47 0.343
H 2.03 -0.37 -0.06 0.396
H -0.09 -1.89 -0.34 0.323
H 0.41 -0.94 -1.56 0.446
C 0.02 4.69 -3.83 -0.917
S -0.12 3.23 -4.86 0.451
O -0.29 2.06 -3.95 -0.570
C 1.58 3.22 -5.42 -0.927
H -0.94 4.86 -3.35 0.311
H 0.79 4.54 -3.08 0.271
H 0.26 5.55 -4.46 0.401
H 2.25 3.16 -4.56 0.290
H 1.78 4.12 -5.99 0.381
H 1.73 2.34 -6.06 0.315
C 0.78 -3.14 3.02 -0.745
S -0.10 -4.55 3.68 0.474
O -1.54 -4.21 3.60 -0.608
C 0.41 -4.33 5.39 -0.934
H 0.55 -3.08 1.96 0.018
H 0.44 -2.23 3.52 0.345
H 1.85 -3.26 3.15 0.474
H 0.11 -3.34 5.73 0.304
H 1.49 -4.45 5.46 0.348
H -0.08 -5.09 5.98 0.342



(8)
47
Properties=species:S:1:pos:R:3:mulliken_charge:R:1 method="wB97M-V/def2-TZVPD" charge=+2 e_lumo_ev="-8.569 / -8.480" e_tot_ha=-4295.8501 homo_energy_ha="-0.5713 / -0.5643" e_above_lowest_kcal_mol=32.5 max_force_ha_per_bohr=0.0395
Pd -0.61 -0.19 -0.14 0.055
N 2.69 -0.99 2.26 -0.208
C 2.41 0.33 1.55 0.781
C 3.46 1.36 1.94 -1.609
P 2.42 -0.08 -0.26 0.771
O 3.86 -0.76 -0.34 -0.519
O 2.32 1.16 -1.07 -0.845
O 1.36 -1.15 -0.39 -0.533
P 0.67 0.79 1.98 0.602
O 0.90 1.48 3.38 -0.489
O 0.12 1.72 0.93 -0.431
O -0.13 -0.51 1.99 -0.665
H 3.51 -1.45 1.84 0.395
H 1.87 -1.60 2.16 0.243
H 2.88 -0.84 3.26 0.399
H 4.45 1.06 1.59 0.472
H 3.48 1.52 3.02 0.439
H 3.21 2.31 1.47 0.383
H 4.23 -0.92 -1.22 0.405
H 0.12 1.78 3.86 0.408
S -1.14 0.53 -2.16 -0.283
C -1.07 2.25 -1.71 0.951
N 0.16 2.75 -1.48 0.245
C 0.33 4.05 -1.24 0.077
C -0.77 4.88 -1.23 -0.685
C -2.01 4.28 -1.43 -0.127
N -2.15 2.98 -1.67 -0.525
H 0.97 2.09 -1.33 0.163
H 1.34 4.38 -1.05 0.480
H -0.67 5.94 -1.05 0.433
H -2.92 4.87 -1.40 0.453
C -3.92 -3.03 -0.44 -1.187
Ge -2.00 -2.75 -0.68 0.611
C -1.25 -3.33 -2.36 -1.115
C -0.96 -3.27 0.87 -0.953
C -2.53 -0.73 -1.11 -1.307
H -4.03 -4.11 -0.31 0.424
H -4.51 -2.73 -1.30 0.412
H -4.29 -2.54 0.46 0.400
H -1.15 -4.42 -2.35 0.445
H -0.25 -2.91 -2.49 0.347
H -1.88 -3.05 -3.20 0.364
H -1.17 -4.33 1.02 0.494
H -1.24 -2.72 1.77 0.307
H 0.10 -3.14 0.66 0.225
H -3.19 -0.11 -0.51 0.699
H -2.99 -0.84 -2.09 0.600



(9)
43
Properties=species:S:1:pos:R:3:mulliken_charge:R:1 method="wB97M-V/def2-TZVPD" e_lumo_ev=0.207 e_tot_ha=-1044.8615 homo_energy_ha=-0.3240 e_above_lowest_kcal_mol=0.0 max_force_ha_per_bohr=0.0360
H -5.71 -1.65 1.13 0.203
N -5.36 -0.73 0.88 -0.759
C -4.28 -0.81 0.20 0.413
N -3.53 -1.96 -0.05 -0.383
N -3.73 0.34 -0.36 -0.241
C -2.30 0.58 -0.29 -0.078
C -1.98 1.94 -0.90 -0.796
C -0.48 2.22 -1.02 -0.911
C 0.26 2.21 0.32 1.107
N -0.37 3.11 1.27 -0.660
C 1.73 2.55 0.08 0.009
O 2.27 3.56 0.44 -0.599
O 2.37 1.58 -0.61 -0.438
H -4.03 -2.82 0.16 0.232
H -3.11 -1.99 -0.97 0.221
H -4.28 1.13 -0.04 0.287
H -1.77 -0.20 -0.84 -0.068
H -1.94 0.54 0.75 0.256
H -2.43 1.98 -1.90 0.371
H -2.44 2.73 -0.29 0.370
H -0.01 1.48 -1.69 0.358
H -0.34 3.20 -1.49 0.360
H 0.23 1.20 0.74 -0.327
H -0.19 4.07 0.97 0.303
H 0.07 3.03 2.17 0.278
H 3.28 1.90 -0.73 0.322
C 3.47 -0.84 -1.16 -0.939
C 3.16 -1.73 0.03 0.037
O 3.94 -1.36 1.17 -0.585
C 1.68 -1.72 0.44 2.035
N 1.42 -2.34 1.74 -0.848
C 0.75 -2.39 -0.60 0.370
O 0.97 -2.41 -1.78 -0.613
O -0.34 -2.93 -0.06 -0.513
H 3.19 0.20 -0.94 -0.088
H 4.55 -0.87 -1.37 0.436
H 2.91 -1.16 -2.04 0.390
H 3.45 -2.76 -0.20 0.447
H 4.06 -0.40 1.14 0.367
H 1.34 -0.67 0.51 -1.279
H 1.92 -3.23 1.79 0.208
H 1.82 -1.76 2.47 0.289
H -0.23 -2.83 0.92 0.457



(10)
37
Properties=species:S:1:pos:R:3:mulliken_charge:R:1 method="wB97M-V/def2-TZVPD" charge=-1 e_lumo_ev=3.188 e_tot_ha=-941.4246 homo_energy_ha=-0.1630 e_above_lowest_kcal_mol=0.0 max_force_ha_per_bohr=0.1022
C -2.83 -1.22 1.84 -1.621
C 1.90 0.47 -2.07 -1.359
C 0.54 -1.47 -2.25 -1.942
C -2.48 0.35 -1.19 -1.761
C 0.01 1.73 0.02 -2.118
C 3.08 0.92 1.69 -1.063
C -1.92 -0.11 1.36 0.036
C 0.48 0.08 -1.83 0.404
C -1.46 -0.27 -0.17 -0.119
C -0.07 0.31 -0.47 1.019
N 1.26 -0.76 0.59 -0.294
O 0.63 0.50 2.86 -0.768
O 2.27 -1.57 2.82 -0.819
P 1.72 -0.32 2.25 0.660
H -3.06 -0.78 2.77 0.475
H -2.43 -2.20 1.97 0.369
H -3.79 -1.43 1.25 0.262
H 2.62 -0.36 -1.70 0.232
H 2.28 0.45 -3.11 0.393
H 2.27 1.36 -1.57 0.323
H 0.84 -1.41 -3.25 0.571
H -0.42 -1.89 -2.22 0.421
H 1.35 -1.93 -1.64 0.408
H -2.42 1.40 -1.35 0.361
H -3.49 0.35 -1.05 0.592
H -2.36 -0.13 -2.14 0.363
H 0.58 2.36 -0.54 0.445
H 0.34 1.67 1.07 0.469
H -0.94 1.94 0.15 0.585
H 2.63 1.71 1.04 0.205
H 3.19 1.51 2.62 0.373
H 3.88 0.50 1.14 0.310
H -1.10 -0.14 2.03 0.040
H -2.53 0.83 1.54 0.313
H -0.21 0.63 -2.56 0.372
H -1.37 -1.32 -0.33 0.615
H 1.01 -1.76 0.44 0.245



(11)
35
Properties=species:S:1:pos:R:3:mulliken_charge:R:1 method="wB97M-V/def2-TZVPD" charge=+1 e_lumo_ev=-3.784 e_tot_ha=-867.9016 homo_energy_ha=-0.4507 e_above_lowest_kcal_mol=16.4 max_force_ha_per_bohr=0.0274
C 3.21 -0.80 0.23 -0.449
O 3.15 0.31 -0.65 -0.325
C 2.84 1.51 0.05 -0.619
C 1.60 2.24 -0.57 -0.771
C 0.48 1.23 -0.96 0.071
C -0.92 1.68 -0.47 -1.065
C -1.18 1.40 1.06 -0.420
C -2.33 0.36 1.27 -0.814
C -1.85 -1.08 1.60 -0.986
C -1.05 -1.78 0.46 -0.068
C -1.63 -1.54 -0.97 -0.204
S -1.60 -3.22 -1.80 -0.105
H 3.78 -1.60 -0.27 0.263
H 3.77 -0.56 1.16 0.344
H 2.20 -1.22 0.45 -0.018
H 3.69 2.23 -0.01 0.356
H 2.68 1.28 1.12 0.356
H 1.89 2.81 -1.47 0.367
H 1.23 2.96 0.19 0.323
H 0.67 0.20 -0.57 -0.326
H 0.49 1.11 -2.07 0.416
H -1.08 2.76 -0.65 0.498
H -1.68 1.17 -1.11 0.468
H -0.27 1.06 1.58 0.286
H -1.53 2.35 1.52 0.392
H -3.06 0.39 0.44 0.336
H -2.90 0.71 2.17 0.382
H -1.18 -1.05 2.49 0.339
H -2.72 -1.68 1.91 0.348
H 0.03 -1.54 0.51 -0.479
H -1.11 -2.87 0.67 0.771
H -2.67 -1.18 -0.98 0.456
H -0.96 -0.91 -1.57 0.260
H -1.67 -3.05 -3.16 0.318
H -0.32 -3.70 -1.59 0.299



(12)
44
Properties=species:S:1:pos:R:3:mulliken_charge:R:1 method="wB97M-V/def2-TZVPD" e_lumo_ev="0.407 / -1.309" e_tot_ha=-4553.5414 s_squared=6.023 homo_energy_ha="-0.2412 / -0.2590" spin_multiplicity=5 e_above_lowest_kcal_mol=0.0 max_force_ha_per_bohr=0.0083
Rh 0.56 0.23 0.04 0.788
C -2.90 0.23 0.64 0.017
C -2.76 -0.88 -0.39 -1.271
N -1.35 -1.18 -0.72 0.308
C -0.99 -2.59 -0.67 -0.784
C 0.51 -2.76 -0.80 -1.229
N 1.26 -1.99 0.20 -0.220
C 1.28 -2.57 1.56 -0.795
C 0.20 -2.05 2.51 0.129
C 0.59 -0.80 3.28 -1.236
N 0.49 0.43 2.47 0.255
C -0.54 1.38 2.88 -0.813
C -0.72 2.45 1.81 -0.825
N -0.99 1.89 0.48 0.053
C -2.41 1.60 0.18 -0.836
H -2.38 -0.07 1.55 -0.165
H -3.96 0.30 0.90 0.374
H -3.30 -0.61 -1.30 0.399
H -3.23 -1.79 0.00 0.442
H -1.16 -0.81 -1.65 0.225
H -1.48 -3.17 -1.46 0.465
H -1.33 -3.01 0.28 0.456
H 0.84 -2.41 -1.78 0.461
H 0.76 -3.83 -0.74 0.377
H 2.21 -1.87 -0.12 0.382
H 2.26 -2.33 1.98 0.484
H 1.22 -3.66 1.49 0.257
H -0.07 -2.84 3.21 0.407
H -0.71 -1.82 1.94 -0.252
H 1.63 -0.89 3.63 0.399
H -0.03 -0.70 4.17 0.361
H 1.39 0.90 2.44 0.312
H -0.27 1.88 3.82 0.437
H -1.46 0.83 3.07 0.470
H 0.20 3.03 1.72 0.071
H -1.52 3.14 2.12 0.310
H -0.64 2.54 -0.22 0.152
H -2.53 1.70 -0.90 0.436
H -3.03 2.38 0.64 0.298
S 0.86 2.82 -2.20 -0.322
As 2.67 2.95 -0.74 0.367
S 2.84 0.99 0.24 -0.480
S 0.56 0.82 -2.42 -0.244
S 2.33 4.54 0.56 -0.424